1.
Below is a structure of composition C30H38BHfN7S3, with properties calculated with ωB97M-V/def2-TZVPD.

## Properties
HOMO-LUMO gap   7.24 eV
Electronic energy   -2816.36409 hartree
Maximum force   0.6 eV Å⁻¹
Charge   +2
ΔE to the lowest compared entry with this formula, charge and spin   10.9 kcal/mol
M   782.19 g/mol

Geometry as XYZ:
```
80
C30H38BHfN7S3, DFT ωB97M-V/def2-TZVPD
C 0.2625 4.2155 -3.0571
C -4.6575 -1.4271 -1.2495
H 2.1861 -4.5245 1.0625
C 1.4031 2.0968 -1.0256
H -4.4030 1.1363 2.5644
C 5.5412 -3.8582 0.4176
H 1.2454 3.4226 2.2125
C -3.3866 1.4044 2.2784
N -1.0064 1.1386 2.7851
H -1.3013 3.2250 3.1895
H -1.8332 0.8242 5.3386
S 0.1059 -1.2936 1.9953
H -7.2880 0.6425 -1.7799
C -0.6450 2.4638 2.8137
Hf -0.0766 -0.6863 -0.3934
H -3.3154 2.4913 2.2919
C 3.6559 -3.8730 -1.1821
H 4.4940 2.1712 -0.1511
H -0.5631 3.8628 -2.4446
H 2.8291 4.5639 -3.8955
H -3.5618 0.9982 5.0302
C -8.8313 -1.5184 -1.7346
C 3.5663 2.2482 -0.6886
H -4.8253 0.7046 -1.4871
C 3.7072 -0.6982 2.3419
C 0.0326 0.4417 2.2810
H -7.2411 -3.6171 -1.3475
N 3.0325 -0.2459 1.2285
C 3.3106 2.7347 -1.9205
C 0.6150 2.5601 2.3330
H 0.7569 5.0431 -2.5483
C -2.5701 1.2708 4.6716
C 2.3268 3.6998 -4.3296
S 2.2408 -1.1996 -1.2521
C 3.2617 -4.6874 1.1421
H 5.8133 -4.8335 0.0170
C -7.3980 -1.4897 -1.5728
H 3.5466 -4.6339 2.1921
C 1.2612 3.1174 -3.4055
C 4.0275 -3.6900 0.2810
H 1.8166 4.0386 -5.2296
H 4.0336 -4.8570 -1.4592
C -6.7029 -2.6802 -1.3736
H 3.8703 -0.0707 3.1987
H -0.1596 4.5962 -3.9868
H -0.2100 1.5042 -3.5208
H 3.9754 3.1601 -2.6453
H 6.0704 -3.0963 -0.1544
C -6.7296 -0.2683 -1.6153
C -2.0316 -1.2931 -0.9257
N 3.6855 -2.2983 0.8280
H 3.4782 -5.6954 0.7905
C 4.1057 -1.9613 2.0992
C 0.6164 1.9188 -4.0934
H 0.2174 2.2480 -5.0524
H 4.6723 -2.6379 2.7079
H -4.7807 -3.5689 -1.0602
H 2.5831 -3.8700 -1.3574
H 3.0645 2.9580 -4.6343
H -3.6625 -0.8952 3.6384
C 3.0197 -1.2449 0.3240
N 1.9484 2.6476 -2.1261
H 1.3571 1.1420 -4.2881
C -5.3312 -2.6511 -1.2122
H 3.1830 1.8434 1.9439
H -2.6180 -1.2023 2.2572
B 2.4272 1.1894 1.2833
N 2.3702 1.8553 -0.1289
C -3.2427 -1.3812 -1.0737
H -3.2205 1.0495 1.2580
N -9.9719 -1.5435 -1.8558
C -5.3589 -0.2363 -1.4530
H 5.8871 -3.8292 1.4481
N 1.0341 1.2969 1.9991
C -2.6519 -0.7621 3.2514
H -2.4912 2.3542 4.7354
H 4.1318 -3.1431 -1.8348
C -2.4149 0.7395 3.2495
H -1.9735 -1.2990 3.9125
S -0.3149 1.7424 -0.8470
```

***

2.
Below is the molecule C21H30N4O at a distorted geometry, with properties calculated with ωB97M-V/def2-TZVPD.

## Properties
HOMO-LUMO gap   8.71 eV
Electronic energy   -1112.51014 hartree
Maximum force   1.1 eV Å⁻¹
Charge   0
ΔE to the lowest compared entry with this formula, charge and spin   19.2 kcal/mol
M   354.50 g/mol
SMILES   CCCC(=O)N1CCN(c2nc(CC(C)C)c3c(c2C#N)CCC3)CC1

Geometry as XYZ:
```
56
C21H30N4O, DFT ωB97M-V/def2-TZVPD
C 0.9692 -1.6129 1.0404
C -0.3790 2.3588 0.4653
H 2.9040 -1.7016 -0.8024
H -3.5059 2.1383 -1.7477
N -0.1514 -0.7660 -0.8515
C 0.9836 -1.0654 -0.2348
H -0.6115 3.3802 0.1534
H 3.6245 -1.9969 -3.0578
H -4.7296 1.2884 0.2230
H 2.4984 -1.0480 2.4164
H -0.3079 -1.7112 3.7254
H 0.8797 1.3451 1.8685
H -0.7226 -3.3356 3.1827
C -3.7974 0.7374 0.3764
H 2.7170 3.0204 1.8746
H 0.2879 2.9010 2.4341
H -1.7884 2.5248 -1.6101
C -2.6248 -2.0607 1.6079
C 0.6808 2.3741 1.5635
H 1.5438 -3.9006 2.7446
C -1.3427 -1.0130 -0.3082
C 2.1556 -0.5230 -2.4464
H -1.1511 0.3638 -2.3569
H -3.7086 0.4721 1.4312
H -2.8330 0.2340 -2.9190
H -4.4359 -0.4226 -1.3668
H 1.8569 -2.7157 4.0135
C -2.1939 0.4092 -2.0500
C -3.7448 -0.5220 -0.5251
H 1.3223 -1.1164 -2.8349
H -4.0203 -1.4150 0.0303
H 2.6969 1.5692 -2.3701
H 2.9159 -2.4697 1.4588
H 3.3549 -0.7134 -4.2351
N -2.6690 1.5880 0.0449
O -1.7695 1.2682 2.0828
C -1.6464 1.6793 0.9459
H 1.7093 1.1327 -3.7651
C -2.5407 1.7733 -1.3821
C -1.4494 -1.6572 0.9527
H 2.3673 2.5116 0.2209
H 0.0083 1.8092 -0.3948
N -2.4189 -0.6516 -1.0881
N -3.5241 -2.4503 2.2097
H 0.9696 1.2592 -2.1697
C 3.4355 -0.9318 -3.1727
H 1.7861 4.0702 0.8066
C 1.8638 0.9523 -2.7035
C 1.9671 3.0345 1.0874
C 2.2830 -0.8128 -0.9461
C 2.0957 -1.9603 1.9664
H 2.8004 0.0137 -0.4492
H 4.2891 -0.3854 -2.7756
C 1.4231 -2.8527 3.0247
C -0.0692 -2.4846 2.9899
C -0.2536 -1.9126 1.6216
```

***

3.
Below is a cluster of 10 separate species, C17H51O19 in total, with properties calculated with ωB97M-V/def2-TZVPD.

## Properties
HOMO-LUMO gap   9.34 eV
Electronic energy   -2107.91747 hartree
Maximum force   1.0 eV Å⁻¹
Charge   -1
M   559.58 g/mol

Geometry as XYZ:
```
87
C17H51O19, DFT ωB97M-V/def2-TZVPD
C -0.9575 -1.0603 3.4938
O 1.2846 3.2352 -3.7615
H -0.1883 4.3672 3.2372
H 0.8075 -1.3158 -2.7271
H -2.2575 -1.2158 -3.1147
H 0.6895 1.8350 -2.3543
C -0.3406 3.3076 2.9853
H -0.2179 -3.7492 1.0173
H -0.9712 -1.4957 5.6184
H 2.5883 -4.7916 0.5465
C 3.9442 1.4953 2.0263
O 2.7492 0.8760 2.4638
H -2.9855 2.3860 0.0940
O 1.4160 -4.1860 -0.9899
H -1.2921 0.1619 5.1866
C 0.1994 2.4444 4.0849
H -0.5899 1.8738 -5.1186
H -3.0401 -1.9852 4.5993
H -2.6364 0.1450 -0.1979
C 2.0201 -2.1251 -4.0036
H -0.3825 2.6105 4.9980
C -2.3008 -3.0713 -1.9983
H 1.1169 -3.3056 -1.2461
H -5.1076 3.1557 -1.0239
C -1.4866 -0.8688 4.8777
H -3.3350 1.8396 -1.5501
O 1.0101 0.8312 0.1296
H 2.1392 -3.0864 0.6118
H -2.8097 -2.6370 -3.9971
H 1.1754 3.2219 1.7961
O 3.7849 -1.1571 -1.3241
H -2.8382 -4.0194 -2.0656
H 1.3073 1.1210 -3.8336
H -1.0993 0.8660 -3.7584
H 4.5781 0.7514 1.5240
O 3.0070 3.7189 1.7308
H 3.1798 2.3752 0.2157
C -2.8837 -2.1213 -3.0324
H -1.4143 3.1374 2.8913
H 2.1408 0.7415 1.7150
C -3.6589 1.7575 -0.4989
O -1.4688 2.9140 -3.5590
O -3.5665 0.4008 -0.0978
H 0.2316 1.3163 0.4946
H -5.7386 1.5016 -0.8830
H 3.5372 4.0906 2.4427
O -5.4381 2.4670 0.9410
H -0.6020 -5.9199 1.4405
C 3.7341 2.6640 1.1041
H 0.0129 1.3933 3.8143
H 2.2299 3.1048 -3.8712
O 0.2681 -5.7712 1.0637
C 4.2346 0.0329 -1.9531
O 1.5650 2.6590 4.3734
H -6.3482 2.7725 0.9652
H 0.8840 -4.2375 2.3168
H 2.8788 -1.0135 -0.9684
H -1.7807 -1.9136 -0.5124
C -0.6591 1.8327 -4.0196
O -2.4087 -2.6514 -0.6616
H 4.7287 3.0209 0.8042
H 0.1277 -0.8760 3.4556
C 0.3828 -0.3132 -0.3320
C -5.0694 2.2337 -0.4181
H 1.8105 -2.8160 -4.8213
O -1.6416 -0.1618 2.6300
H 4.5210 0.8175 -1.2451
H -4.2578 -1.3799 -1.9159
O 0.8337 -1.4577 -3.6874
H -1.1205 -2.0964 3.1474
O -2.8884 -1.1130 4.9782
H 4.4774 1.8421 2.9163
C 1.7693 -4.0873 0.3718
H -2.3820 2.7195 -3.7851
H 2.8282 -1.4346 -4.2730
H 5.1068 -0.1887 -2.5714
H 3.4708 0.4577 -2.6286
O -0.8619 -0.3113 -0.1544
C 0.7233 1.9635 -3.4447
H -1.3568 -0.3899 1.7293
O -4.2240 -1.7693 -2.8105
H -1.2485 -3.2360 -2.2705
O 0.2257 3.0151 1.7314
O 1.0529 -1.2056 -0.8650
C 0.6154 -4.4215 1.2622
H 2.3902 -2.7204 -3.1617
H 2.0762 2.2026 3.6807
```

***

4.
Below is a cluster of 2 separate species, C7H12Si2 in total at a distorted geometry, with properties calculated with ωB97M-V/def2-TZVPD.

## Properties
HOMO-LUMO gap   10.07 eV
Electronic energy   -852.84411 hartree
Maximum force   3.4 eV Å⁻¹
Charge   0
ΔE to the lowest compared entry with this formula, charge and spin   0.0 kcal/mol
M   152.35 g/mol

Geometry as XYZ:
```
21
C7H12Si2, DFT ωB97M-V/def2-TZVPD
Si 2.6725 1.4716 0.1176
Si 1.3533 -0.4030 0.4089
C -2.3314 0.5736 -1.2054
H -1.0026 -0.4306 2.2589
H 1.7833 -1.7463 -1.6819
H -2.7008 0.8599 -2.1803
C -2.7212 0.1477 1.1206
H 4.0697 1.2098 0.4687
H 2.2210 2.6222 0.9015
C -3.1996 0.5120 -0.1269
H 1.7493 -1.1418 2.3010
H 2.6969 1.9216 -1.2831
H 1.3599 -2.8024 -0.3427
C -0.9933 0.2757 -1.0328
C 1.9105 -1.9061 -0.6146
H -0.3228 0.3287 -1.8817
H -4.2425 0.7526 -0.2659
H -3.3904 0.0985 1.9664
C -1.3791 -0.1484 1.2878
H 2.9631 -2.1033 -0.4327
C -0.4957 -0.0921 0.2166
```

***

5.
Below is a structure of composition CH4BrCuN2O at a distorted geometry, with properties calculated with ωB97M-V/def2-TZVPD.

## Properties
HOMO-LUMO gap (spin up / spin down)   8.06 / 4.65 eV
Electronic energy   -4439.43467 hartree
Maximum force   1.9 eV Å⁻¹
Charge   +1
ΔE to the lowest compared entry with this formula, charge and spin   5.7 kcal/mol
M   203.51 g/mol
Spin multiplicity   2

Geometry as XYZ:
```
10
CH4BrCuN2O, DFT ωB97M-V/def2-TZVPD
H -3.5166 13.1828 -15.0728
N -1.4760 14.5912 -15.0328
O -2.3833 15.5569 -16.8392
Cu -3.9260 9.9884 -11.3939
C -2.4697 14.6491 -15.9556
N -3.4695 13.7870 -15.8960
H -1.2916 13.6418 -14.7191
Br -3.4763 11.5007 -13.5381
H -4.2189 13.7533 -16.5702
H -1.0381 15.4591 -14.7640
```

***

6.
Below is the molecule C28H38N4O5S at a distorted geometry, with properties calculated with ωB97M-V/def2-TZVPD.

## Properties
HOMO-LUMO gap   8.18 eV
Electronic energy   -2083.13620 hartree
Maximum force   1.0 eV Å⁻¹
Charge   0
ΔE to the lowest compared entry with this formula, charge and spin   5.6 kcal/mol
M   542.70 g/mol
SMILES   CCN1CCN(c2ccc(S(=O)(=O)N3CCCCC3)cc2NC(=O)/C=C/c2cc(OC)ccc2OC)CC1

Geometry as XYZ:
```
76
C28H38N4O5S, DFT ωB97M-V/def2-TZVPD
H 4.0232 2.3307 -1.6356
C -3.5020 -3.3342 -0.3927
H 0.2498 -1.9358 -2.9043
H 4.5212 1.2809 0.5489
H -3.5551 5.2377 -1.8869
H -2.7790 -0.0173 1.3276
C -3.2266 -0.7480 0.6542
H -5.9066 -3.3230 1.9116
C 5.5805 -0.9904 -0.4009
O 0.8474 1.8368 1.2128
C 4.2143 1.2575 -1.5969
C 0.8509 -1.3190 1.7794
H -6.9817 -5.1150 0.7252
H -6.8240 -3.7571 -0.3967
H 1.1664 -1.2470 2.8075
H -5.7481 -5.1514 -0.5290
H -4.6765 -4.5708 1.6274
H -2.0682 -2.6281 -1.8329
N 4.1910 -0.6789 -0.1337
C -0.5624 3.7193 1.8433
C 1.8069 -1.4561 0.7931
C -5.3179 -3.8181 1.1348
N -2.2299 -1.2476 -0.2639
H -2.5427 3.1816 -1.4058
C -3.9187 -1.8746 1.4272
C -2.0109 3.3347 -0.4818
C -0.4858 -1.2856 1.4360
H -4.6715 4.1274 -1.0413
H 6.3306 1.5087 -1.2980
H 6.2377 -0.4861 0.3241
H -3.1894 -2.3927 2.0768
C -4.1682 5.0986 -0.9908
H -2.3720 1.1427 -2.1457
C -0.9050 -1.3492 0.1015
H -3.9864 -0.2397 0.0509
C -0.9322 2.4964 -0.2021
C -1.6336 4.5385 1.5508
C -1.3610 0.8062 -1.9709
C -2.8232 -2.2049 -1.1744
H -4.9162 5.8883 -0.9412
C -0.1905 2.6937 0.9796
C 0.1015 -1.4182 -0.8946
H -3.5744 -1.6879 -1.7793
C -2.3708 4.3570 0.3820
H -2.7349 -3.8876 0.1831
H -1.2185 -1.2094 2.2226
O 3.6874 -0.5956 2.3909
C -0.5569 1.4122 -1.0932
H 5.8683 1.2753 -2.9876
O -3.4046 5.2248 0.1838
H -0.0142 3.8964 2.7542
H 2.0767 2.9318 2.4784
C 1.5622 1.9674 2.4244
H 2.2981 1.1631 2.4365
H -4.7031 -1.4511 2.0590
C 3.9138 0.7403 -0.1922
C 1.4349 -1.5231 -0.5342
C 5.6650 0.9551 -1.9643
N -4.5268 -2.7901 0.4789
H 6.9792 -0.7663 -2.0187
C -0.9209 -0.2929 -2.8548
N -0.2148 -1.3063 -2.2617
H 5.6917 -2.0683 -0.2797
O 4.0627 -2.7570 1.2780
O -1.1545 -0.3246 -4.0464
H -3.9665 -4.0211 -1.1001
H 3.5479 0.7651 -2.3072
S 3.5373 -1.4239 1.2193
H 2.8614 0.8831 0.0578
H 0.8983 1.8593 3.2869
H 5.3160 -1.0935 -2.5286
C -6.2751 -4.5055 0.1678
H -1.9130 5.3367 2.2194
C 5.9313 -0.5414 -1.8166
H 0.4604 1.0698 -0.9701
H 2.1997 -1.5900 -1.2920
```

***

7.
Below is a structure of composition C23H40NO2P3Pd at a distorted geometry, with properties calculated with ωB97M-V/def2-TZVPD.

## Properties
HOMO-LUMO gap (spin up / spin down)   6.93 / 4.34 eV
Electronic energy   -2255.81558 hartree
Maximum force   9.1 eV Å⁻¹
Charge   +4
ΔE to the lowest compared entry with this formula, charge and spin   83.4 kcal/mol
M   561.92 g/mol
Spin multiplicity   5

Geometry as XYZ:
```
70
C23H40NO2P3Pd, DFT ωB97M-V/def2-TZVPD
H -1.6555 3.2882 -2.3292
H -2.5027 -3.9594 2.1585
C 2.8048 3.4698 1.5114
C -2.3719 -3.4247 -1.2042
O 0.6127 -0.6608 1.3793
C 0.1001 -0.1397 2.2890
H 5.3447 -1.4550 -1.4291
H -0.1353 4.0945 -0.0913
P -1.5468 1.0643 -3.2677
H 4.6999 3.1575 0.5205
H 2.5604 -2.7643 -1.8379
Pd 2.0100 2.2123 0.0628
H -1.7519 2.2668 2.0638
H -1.1195 1.6350 5.5536
H -1.2455 2.2802 -5.3070
P -1.1577 0.4151 3.5016
C 3.1452 3.6763 -0.8758
H 1.7719 -2.8734 -0.2510
H 4.8259 -0.3029 1.2875
C -2.9464 -3.7216 0.0360
H -2.9670 -3.4238 -2.1198
H -2.8171 0.8488 1.8026
H 1.3766 4.0616 -2.0547
H -2.6260 -1.4979 3.4025
H 4.8100 -2.0783 0.9847
C 2.7266 -2.6557 -0.7571
H -3.1963 2.7991 -3.0994
H 3.5138 -1.2980 1.9592
C -1.9992 -1.0196 4.1714
C 4.5642 -0.7101 -1.6174
C -0.7594 -3.4244 1.0071
N -0.2340 -3.1414 -0.1848
H -2.7597 2.1632 -1.4877
H 0.4667 0.8607 5.2341
C 1.7861 3.9448 -1.0515
H -3.0372 1.8862 3.2428
H -4.6754 -4.3381 1.1572
H -2.6407 -0.7050 5.0105
H -2.3429 -0.7440 -4.6408
H 0.2724 2.2198 -4.3583
H -0.0779 -3.4504 1.8624
C 4.1928 -1.1794 1.1060
C 3.6537 3.4363 0.4029
H 4.9781 0.2993 -1.5186
P 3.2027 -0.9175 -0.4170
H 4.1614 -0.8215 -2.6303
C -0.6035 1.6401 -4.6822
C -4.4116 -4.0497 0.1341
C -2.7385 -0.1767 -3.7850
H -5.0330 -3.1894 -0.1517
C -0.3718 1.4061 4.7788
H -3.6613 0.3373 -4.0953
H 3.1924 3.2188 2.4983
H 0.7703 3.7003 2.1932
H 3.7888 3.5695 -1.7488
C 0.9369 3.9773 0.0599
C 1.4485 3.7446 1.3416
C -1.0052 -3.1491 -1.2679
H -1.2638 -1.7483 4.5463
C -2.2919 1.4475 2.5603
O 0.0401 -0.2878 -1.1725
C -2.3601 2.4559 -2.4701
C -2.1169 -3.7193 1.1631
H -2.9638 -0.8674 -2.9598
H -4.6753 -4.8808 -0.5347
H -0.2646 0.7877 -5.2890
C -0.4276 0.3614 -2.0226
H -0.5167 -2.9628 -2.2286
H 0.0019 2.3535 4.3582
H 3.5118 -3.3416 -0.4026
```